(1)
Below is 2 unconnected molecules or ions with the total composition C5H14S at a distorted geometry, with properties calculated with the ωB97M-V functional and the def2-TZVPD basis.

```
20
Properties=species:S:1:pos:R:3:forces:R:3:lowdin_charge:R:1
C -0.48265 -1.10187 -1.40699 0.34 -0.92 -0.16 -0.17
C -0.92879 -1.62229 -0.04236 -0.70 1.00 0.27 -0.52
S -1.41765 -0.17678 0.98807 -0.36 -0.34 -0.21 0.77
C -2.50584 -1.01181 2.15583 0.04 0.21 0.40 -0.44
H -1.18226 -1.38082 -2.19439 -0.18 0.15 0.11 0.07
H 0.46125 -1.57715 -1.68341 0.07 0.22 -0.03 0.07
H -0.36319 -0.02727 -1.41884 0.10 0.18 0.00 0.02
H -1.73896 -2.34755 -0.11351 -0.21 0.23 -0.02 0.07
H -0.17239 -2.07826 0.54820 0.97 -0.58 0.03 0.05
H -1.98750 -1.61922 2.89865 0.17 -0.07 -0.19 0.03
H -3.06171 -0.26026 2.71674 0.00 0.08 -0.15 0.03
H -3.20789 -1.62045 1.60441 -0.24 -0.18 -0.06 0.02
C 1.48938 2.34048 -0.66852 1.45 0.28 -1.05 -0.16
C 2.58658 1.32667 -0.30199 0.33 0.54 -0.03 -0.16
H 0.63416 1.86602 -1.09256 -1.04 -0.14 0.38 0.02
H 1.32763 3.06810 0.12028 -0.56 -0.35 0.27 0.07
H 1.85211 2.96885 -1.49235 0.04 -0.13 -0.03 0.06
H 2.61416 1.21275 0.77215 0.25 -0.15 0.29 0.05
H 3.54278 1.71248 -0.66199 0.12 0.01 0.39 0.06
H 2.54079 0.32840 -0.72743 -0.60 -0.04 -0.22 0.05
```
Positions in Å, forces in eV/Å.

Values from the calculation:
E_HOMO (Eh): -0.310
Energy (eV): -16246.7482
Energy above the lowest of the compared OMol25 structures with the same formula, charge and spin (kcal/mol): 12.75
Orbital gap (hartree): 0.3487
LUMO (eV): 1.054

(2)
Below is 14 unconnected molecules or ions with the total composition C7H42NO13, with properties calculated with the ωB97M-V functional and the def2-TZVPD basis.

```
63
Properties=species:S:1:pos:R:3:forces:R:3:mulliken_spin:R:1
C 0.75023 -1.36453 -0.13707 -0.35 -0.12 -0.08 0.24
C 0.40970 0.03973 0.30185 0.70 0.38 -0.24 -0.54
C 0.69021 1.08016 -0.79528 -0.41 -0.02 -0.05 0.86
C -0.13804 2.33996 -0.73614 -0.05 0.16 0.10 0.51
C 0.16146 3.39583 0.01584 0.08 0.13 0.08 -0.37
C 1.36807 3.58341 0.87883 0.19 -0.12 0.23 0.02
C -1.34933 2.35775 -1.62379 -0.33 -0.28 -0.08 0.25
N 1.23407 0.39247 1.51397 -0.05 0.41 0.21 0.47
H 1.75512 -1.44397 -0.54373 -0.07 0.20 0.12 0.06
H 0.05586 -1.67953 -0.91395 0.20 0.21 0.27 0.03
H 0.63402 -2.07787 0.67502 0.10 -0.05 0.18 -0.02
H -0.61628 0.12570 0.62908 -0.34 -0.13 0.07 -0.03
H 1.75240 1.29967 -0.85258 0.33 0.05 0.26 -0.24
H 0.47310 0.57958 -1.73459 -0.36 -0.16 -0.08 -0.01
H -0.53613 4.22650 0.03390 -0.06 -0.05 -0.12 -0.02
H 1.74065 4.60543 0.85388 -0.14 0.13 -0.09 -0.02
H 2.20761 2.96342 0.57751 0.11 -0.19 -0.10 -0.02
H 1.15714 3.36810 1.93241 -0.06 0.03 0.01 0.04
H -1.07350 2.40338 -2.68262 0.14 -0.01 0.07 -0.19
H -1.95782 1.44940 -1.52922 0.11 -0.04 0.08 0.00
H -1.99936 3.20225 -1.41606 0.00 0.17 0.09 0.02
H 1.37638 -0.43181 2.10556 0.04 -0.29 0.18 0.01
H 2.16593 0.72390 1.25058 -0.13 -0.02 -0.05 -0.08
H 0.72799 1.09433 2.10348 0.07 -0.23 -0.28 -0.06
H 1.31973 -1.88288 4.14136 0.20 -0.09 -0.21 0.04
H 2.40692 -2.43842 3.17390 0.17 -0.13 0.03 0.02
O 1.65317 -1.84763 3.23358 -0.38 0.23 0.18 -0.09
H -2.75734 -1.46821 1.79907 0.24 0.50 0.23 0.01
H -3.31762 -1.60433 3.21803 0.28 0.46 -0.05 -0.01
O -2.82269 -0.97808 2.66080 -0.35 -0.92 -0.18 0.01
H 3.36675 -2.69427 -0.61727 -0.17 -0.45 -0.30 0.10
H 3.57640 -3.84643 -1.63768 0.01 0.02 -0.03 -0.02
O 2.88820 -3.30822 -1.23405 0.34 0.09 0.36 0.13
H -3.29098 0.54829 0.40368 -0.05 -0.01 -0.07 0.01
H -3.72502 0.42829 1.83860 -0.04 0.04 -0.08 0.00
O -3.89330 0.97330 1.04041 0.16 -0.16 0.04 -0.02
H -3.17790 3.75578 2.32759 0.28 -0.16 -0.15 0.00
H -3.11912 2.47318 1.46811 -0.11 -0.06 -0.10 0.00
O -2.56557 3.18695 1.83750 -0.20 0.53 0.25 0.00
H 2.41944 0.53097 -4.21643 0.18 0.32 -0.63 0.27
H 1.73169 0.81176 -2.86834 0.21 0.14 -0.36 0.05
O 2.32591 0.19046 -3.32180 -0.16 -0.39 0.55 -0.89
H -1.33963 2.23841 2.62997 0.13 -0.19 0.18 0.01
H -1.37530 0.77994 3.12289 -0.26 -0.38 0.08 0.02
O -0.78277 1.52810 3.03382 0.20 0.46 -0.18 -0.02
H 1.50210 -1.48693 -3.34030 0.00 -0.37 0.13 0.12
H 1.70994 -2.77018 -2.46375 -0.06 0.30 -0.28 -0.04
O 1.11240 -2.36113 -3.12947 -0.15 0.02 0.07 0.14
H -0.51973 -2.28304 -2.52664 -0.39 -0.20 -0.23 0.02
H -1.83039 -3.08875 -2.74789 -0.12 -0.34 -0.28 0.01
O -1.47927 -2.35347 -2.25404 0.46 0.38 0.05 -0.03
H 4.98377 -1.75516 0.83386 0.75 -0.17 0.29 0.03
H 4.36123 -0.87095 -0.28146 0.18 0.07 0.04 0.07
O 4.15508 -1.51523 0.44069 -0.90 0.25 -0.28 -0.16
H -2.33286 -1.83279 -0.84899 0.09 0.00 0.21 0.00
H -3.76292 -1.60067 -0.23222 0.82 0.16 0.06 0.01
O -2.79406 -1.51212 -0.03694 -0.95 -0.03 -0.22 0.00
H 3.79417 0.14425 -2.27167 0.37 0.14 0.05 0.17
H 5.27466 0.59076 -2.01887 0.05 0.06 -0.12 0.03
O 4.49711 0.22485 -1.58376 -0.41 -0.17 0.13 0.10
H -6.13032 -0.53488 -0.91547 0.39 -0.34 0.44 0.00
H -5.23512 -0.06580 0.25483 -0.14 -0.25 -0.12 0.00
O -5.55959 -0.87088 -0.19955 -0.38 0.50 -0.34 0.00
```
Positions in Å, forces in eV/Å.

Values from the calculation:
E_HOMO (spin up / spin down) (Eh): -0.076 / -0.336
Multiplicity: 2
Energy (eV): -36047.7644
Energy above the lowest of the compared OMol25 structures with the same formula, charge and spin (kcal/mol): 0.00
Orbital gap (spin up / spin down) (hartree): 0.0736 / 0.3326
LUMO (spin up / spin down) (eV): -0.056 / -0.106

(3)
Below is 2 unconnected molecules or ions with the total composition Br2S3, with properties calculated with the ωB97M-V functional and the def2-TZVPD basis.

```
5
Properties=species:S:1:pos:R:3:forces:R:3:lowdin_charge:R:1
S -2.20266 1.91338 0.38379 0.28 -0.40 0.09 0.09
S 2.92063 0.67430 0.25108 0.00 0.27 0.04 -0.08
S -2.40912 0.28796 -0.58016 -0.11 -0.22 -0.21 -0.17
Br 2.74833 -1.40748 -0.02396 0.04 -0.27 -0.04 0.07
Br -1.05717 -1.46817 -0.03075 -0.21 0.62 0.12 0.08
```
Positions in Å, forces in eV/Å.

Values from the calculation:
E_HOMO (spin up / spin down) (Eh): -0.344 / -0.332
Energy (eV): -172589.0910
Energy above the lowest of the compared OMol25 structures with the same formula, charge and spin (kcal/mol): 41.19
Orbital gap (spin up / spin down) (hartree): 0.2619 / 0.2404
LUMO (spin up / spin down) (eV): -2.220 / -2.499

(4)
Below is a single C10H12ClNS molecule at a distorted geometry, with properties calculated with the ωB97M-V functional and the def2-TZVPD basis.

```
25
Properties=species:S:1:pos:R:3:forces:R:3:lowdin_charge:R:1
C 0.06893 2.32158 -1.61698 2.88 -1.70 2.89 -0.08
C -0.55509 1.65202 -0.28946 1.52 0.61 -2.07 -0.36
C 0.34788 1.80764 0.98009 -1.18 -2.00 -0.81 -0.03
N -0.86693 0.24394 -0.62065 -5.48 0.43 -2.87 -0.08
C -2.25656 -0.11854 -1.47385 4.84 0.99 2.01 -1.13
S -2.73432 -1.61837 -1.69177 -0.43 0.03 -0.03 0.73
Cl -2.73919 1.27538 -2.34834 -0.80 -0.16 0.23 0.70
C -0.19423 -0.81256 -0.07935 0.56 -1.02 2.66 -0.33
C 1.19133 -0.85835 -0.23742 -1.24 0.14 0.43 -0.04
C 1.90352 -1.65884 0.63315 1.11 -1.10 -1.07 -0.08
C 1.31505 -2.53247 1.54989 0.57 0.41 -1.04 -0.09
C -0.04997 -2.57470 1.65513 0.18 0.56 -0.58 -0.08
C -0.77449 -1.67166 0.89458 0.33 -0.46 -0.55 -0.04
H 1.12861 1.84849 -1.71030 -1.69 1.16 -0.31 0.10
H -0.51111 2.22297 -2.48838 -0.49 -0.53 -0.82 -0.01
H 0.11259 3.35886 -1.37545 0.56 1.00 -0.04 0.06
H -1.40467 2.29974 -0.25278 -1.30 -0.41 0.94 0.09
H 1.27425 1.33353 0.82869 1.40 -0.59 -0.77 0.04
H 0.00698 1.17757 1.81584 -0.59 0.71 -0.05 0.10
H 0.63781 2.77795 1.25965 -0.47 1.54 0.31 0.06
H 1.57851 -0.19633 -1.00489 0.53 -0.32 0.17 0.11
H 2.93762 -1.84079 0.34183 0.12 0.32 0.63 0.11
H 1.92230 -3.28613 1.98838 0.49 -0.30 0.62 0.09
H -0.52388 -3.33476 2.24981 -0.28 0.05 0.25 0.10
H -1.81493 -1.81619 0.99258 -1.17 0.66 -0.11 0.07
```
Positions in Å, forces in eV/Å.

Values from the calculation:
E_HOMO (Eh): -0.303
Energy (eV): -35409.8038
Energy above the lowest of the compared OMol25 structures with the same formula, charge and spin (kcal/mol): 0.00
Orbital gap (hartree): 0.2931
LUMO (eV): -0.268